# C15H25B2F7KN4O14S

A structure of composition C15H25B2F7KN4O14S in a non-equilibrium geometry (ωB97M-V with the def2-TZVPD basis set, OMol25).

Cartesian coordinates (Å):
K: -3.8723 -1.3006 1.4407
S: 2.8156 2.7482 -0.3239
F: -3.4706 -4.4737 4.9257
F: 10.7297 0.2032 -4.1915
F: 11.0605 1.0920 -2.2275
F: -2.4238 -2.5315 5.8024
F: 11.3390 -1.0500 -2.5141
F: -1.1276 -4.1763 4.6839
F: -2.0506 -4.6434 6.8208
O: 8.5564 -1.3229 -2.2718
O: -1.6170 3.7174 -1.1122
O: -3.8723 4.6919 -0.6008
O: -2.9162 0.4074 2.3163
O: 2.9199 4.1887 -0.6193
O: 4.1667 2.1806 -0.1632
O: 8.3702 0.9458 -2.5575
O: -3.6337 2.3349 3.9261
O: -2.5065 -4.2442 -0.1227
O: 2.0505 2.5560 0.9216
O: -2.0836 -2.8122 -1.8573
O: -2.0642 2.8797 2.0178
O: 2.1254 2.0673 -1.4344
O: -0.4476 -3.3568 -0.3508
N: -0.0044 -0.0223 -0.0078
N: -2.4666 0.2162 -0.7277
N: -1.6396 0.1104 -1.8698
N: -1.7224 0.2220 1.7325
C: 6.9609 0.8557 -2.2986
C: -5.3345 2.6875 -1.2569
C: 10.5390 -0.0009 -2.8566
C: 9.0695 -0.2343 -2.5158
C: -2.4264 4.7585 -0.8667
C: -1.7120 -3.4173 -0.8690
C: -3.9711 0.3364 -0.7538
C: -0.1381 -0.0122 -1.5382
C: -0.5151 -3.9660 0.9271
C: -1.6379 -4.9431 0.7562
C: 6.6946 0.8359 -0.8051
C: -2.3486 -5.2955 2.0486
C: -1.4537 0.1470 0.3913
C: -4.5226 1.4019 -1.9194
C: -4.6109 4.0879 -1.7216
B: -2.8808 1.8550 2.7300
B: -2.2681 -3.9562 5.5582
H: -1.8002 -6.0713 2.5939
H: -1.3111 -5.8568 0.2430
H: -2.4404 -4.4233 2.7036
H: 0.7818 -0.0895 -2.2723
H: 6.4994 1.7449 -2.7413
H: -5.3516 0.7882 -2.5188
H: -4.4684 0.6881 0.2436
H: -2.4971 3.7830 2.0559
H: -3.6598 1.7252 -2.6464
H: 6.5244 -0.0162 -2.7990
H: 5.6200 0.8484 -0.6031
H: -6.4696 2.6955 -1.5820
H: -3.3646 -5.6516 1.8499
H: -1.9127 5.8279 -0.8455
H: -0.8866 0.1358 2.3858
H: -4.4260 -0.7399 -0.9961
H: -3.9439 3.8883 -2.6775
H: -1.9251 0.1153 -2.8752
H: 0.4332 -4.4488 1.1799
H: -5.4641 4.8382 -2.0245
H: -0.7257 -3.1833 1.6658
H: 7.1243 -0.0565 -0.3397
H: -3.8126 3.3161 3.7459
H: -5.3389 2.6722 -0.0709
H: 7.1566 1.7017 -0.3200

Output
E_HOMO: -2.9 eV
Maximum force: 9.20 eV Å⁻¹
Charge: -1
Total energy: -98119.164 eV
Frontier orbital gap: 2.76 eV

# C4H38N2O15

A cluster of 15 separate species, C4H38N2O15 in total in a non-equilibrium geometry (ωB97M-V with the def2-TZVPD basis set, OMol25).

Cartesian coordinates (Å):
O: -0.8595 0.2499 -4.5064
O: -1.3775 1.7170 -0.8373
O: 2.3447 -2.8291 -1.2508
O: -2.6221 -1.2799 -0.1959
O: 1.2062 -0.7291 -3.6013
O: -4.0702 1.1073 -0.7811
O: -0.7728 2.6628 -3.1691
O: -1.5724 1.6987 3.0145
O: 0.2623 -3.2486 3.0586
O: -1.9582 -1.5445 -2.6989
O: 1.7291 2.2125 -2.6221
O: 3.1517 0.0995 -1.8423
O: -1.1043 -0.8181 3.8745
O: 0.5777 0.9194 4.9261
O: -3.1491 2.7083 1.0782
N: 0.5352 -3.3060 0.7917
N: 1.3797 -0.4669 1.8904
C: 0.8495 -2.8546 2.0517
C: 1.3545 -0.1386 0.3916
C: 1.9402 -1.8461 2.0879
C: 2.3013 0.6182 2.4563
H: 3.1859 0.8008 1.8545
H: 2.7651 -2.1292 1.4270
H: 0.4570 0.6208 4.0200
H: 1.0349 -2.9840 0.0480
H: -1.2884 2.2985 -2.3756
H: -1.5930 -1.6859 4.0578
H: -2.0539 1.1362 3.6868
H: 2.6334 -1.9691 -1.2991
H: 0.7064 2.3166 -2.5198
H: -1.0403 1.0913 -4.2125
H: -1.5185 -0.9488 -3.2629
H: -0.1350 1.5759 4.9397
H: -0.3798 -1.1051 3.5451
H: 0.0500 0.1488 -4.8703
H: 0.9123 0.7384 0.1255
H: 2.4363 -0.1125 -0.0089
H: -1.8206 0.9507 -0.4522
H: 2.0296 -0.2970 -3.4343
H: -1.2951 3.3293 -3.5106
H: -3.2479 3.6136 1.0489
H: -2.0194 -1.4932 -1.0179
H: 0.7877 -0.9413 -0.1339
H: 2.7022 -3.3878 -2.1022
H: -4.2573 1.6266 0.0602
H: -3.6306 0.3151 -0.5944
H: -2.7743 -2.0755 0.2564
H: 3.9303 0.4979 -1.5060
H: 0.6406 -0.7382 -2.8133
H: -1.1734 1.1376 2.3463
H: 2.6113 0.2780 3.5144
H: 1.7540 1.5808 2.4752
H: -0.1337 -4.0354 0.6564
H: -2.4938 2.5077 1.6319
H: -1.9727 2.3853 -0.2986
H: 2.4352 -1.7928 3.0672
H: 2.5908 0.8640 -2.0512
H: 1.8133 2.8947 -3.3693
H: -2.7945 -1.9449 -3.0448

Output
E_HOMO: -9.2 eV
Maximum force: 10.34 eV Å⁻¹
Relative energy (zero: lowest compared OMol25 entry of this formula, charge and spin): 630.9 kJ/mol
Total energy: -38455.779 eV
Frontier orbital gap: 9.32 eV